Record 1
ORCA calculation (ωB97M-V/def2-TZVPD) on the ion C3H6NO2S with charge -1 at a distorted geometry.

Its orbital gap is 6.459 eV. Its energy relative to the best compared isomer or geometry (same formula, charge and spin) is 353.56 kJ/mol. The molar mass is 120.15 g mol⁻¹. The calculation puts the largest force on an atom at 5.75 eV Å⁻¹.

```
! RIJCOSX wB97M-V def2-TZVPD def2/J DEFGRID3
* xyz -1 1
O 0.244 -2.097 0.705
C 0.079 -1.205 1.580
N -0.292 0.032 1.334
O -0.623 0.915 2.296
C -0.661 0.347 -0.033
C 0.561 0.605 -0.898
S 0.976 -0.996 -1.685
H 0.284 -1.610 2.574
H -1.271 1.345 0.143
H -1.163 -0.393 -0.566
H 0.293 1.284 -1.594
H 1.423 0.838 -0.128
H 0.676 -1.849 -0.641
*
```

Atomic charges from the Mulliken analysis, expressed in e, are listed below:
1. O -0.733
2. C -0.077
3. N 0.435
4. O -0.837
5. C -1.043
6. C -0.517
7. S -0.419
8. H 0.435
9. H 0.366
10. H 0.468
11. H 0.387
12. H 0.277
13. H 0.258

Record 2
ORCA calculation (ωB97M-V/def2-TZVPD) on the ion C3H6NO2S with charge -1 at a distorted geometry.

Its orbital gap is 7.546 eV. Its energy relative to the best compared isomer or geometry (same formula, charge and spin) is 7.73 kJ/mol. The molar mass is 120.15 g mol⁻¹. The calculation puts the largest force on an atom at 1.56 eV Å⁻¹.

```
! RIJCOSX wB97M-V def2-TZVPD def2/J DEFGRID3
* xyz -1 1
O -0.535 -1.913 0.150
C -1.478 -1.128 0.427
O -2.470 -1.288 1.160
N -1.276 0.195 -0.049
C -0.073 0.530 -0.782
C 1.133 0.810 0.161
S 2.570 -0.274 -0.173
H -1.849 0.962 0.235
H -0.278 1.416 -1.355
H 0.170 -0.296 -1.420
H 1.405 1.851 0.242
H 0.754 0.496 1.141
H 1.929 -1.361 0.263
*
```

Atomic charges from the Mulliken analysis, expressed in e, are listed below:
1. O -0.716
2. C 0.529
3. O -0.784
4. N -0.251
5. C -0.598
6. C -0.600
7. S -0.312
8. H 0.169
9. H 0.346
10. H 0.405
11. H 0.387
12. H 0.272
13. H 0.153

Record 3
ORCA calculation (ωB97M-V/def2-TZVPD) on a cluster of 2 separate species, C3H6NO3P in total at a distorted geometry.

Its orbital gap is 10.363 eV. Its energy relative to the best compared isomer or geometry (same formula, charge and spin) is 0.00 kJ/mol. The molar mass is 135.06 g mol⁻¹. The calculation puts the largest force on an atom at 4.18 eV Å⁻¹.

```
! RIJCOSX wB97M-V def2-TZVPD def2/J DEFGRID3
* xyz 0 1
C 0.170 -2.122 0.483
C 0.490 -0.911 1.338
O 0.930 0.196 0.435
P 1.041 0.428 -1.140
O 1.294 1.854 -1.395
H 0.760 -2.096 -0.361
H 0.294 -3.065 1.073
H -0.814 -2.185 -0.040
H 1.370 -0.957 2.058
H -0.384 -0.394 1.662
N -1.381 2.624 -0.392
C -1.528 2.133 -1.442
O -1.635 1.597 -2.434
H -0.607 2.900 0.156
*
```

Atomic charges from the Mulliken analysis, expressed in e, are listed below:
1. C -1.056
2. C -0.027
3. O -0.193
4. P 0.289
5. O -0.455
6. H 0.330
7. H 0.299
8. H 0.327
9. H 0.231
10. H 0.225
11. N -0.463
12. C 0.542
13. O -0.393
14. H 0.343

Record 4
ORCA calculation (ωB97M-V/def2-TZVPD) on a cluster of 2 separate species, C3H6NO4 in total at a distorted geometry.

Its orbital gap is 8.289 eV. Its energy relative to the best compared isomer or geometry (same formula, charge and spin) is 230.93 kJ/mol. The molar mass is 120.08 g mol⁻¹. The calculation puts the largest force on an atom at 6.50 eV Å⁻¹.

```
! RIJCOSX wB97M-V def2-TZVPD def2/J DEFGRID3
* xyz -1 1
C 2.308 -1.586 0.089
N 0.991 -1.201 -0.043
C 0.170 -0.532 0.915
C -0.401 0.800 0.224
O -1.032 1.605 0.847
O -0.379 0.892 -1.051
O 2.938 -1.645 1.122
H 2.824 -2.007 -0.795
H 0.671 -1.200 -1.183
H -0.588 -1.180 1.342
H 0.799 -0.181 1.783
H -2.291 1.908 -0.548
H -2.957 2.149 -1.814
O -3.055 2.178 -0.890
*
```

Atomic charges from the Mulliken analysis, expressed in e, are listed below:
1. C 0.031
2. N -0.147
3. C -0.536
4. C 0.736
5. O -0.757
6. O -0.803
7. O -0.590
8. H 0.324
9. H 0.310
10. H 0.233
11. H 0.237
12. H 0.359
13. H 0.253
14. O -0.650

Record 5
ORCA calculation (ωB97M-V/def2-TZVPD) on the molecule C3H6NOP at a distorted geometry.

Its orbital gap is 8.243 eV. Its energy relative to the best compared isomer or geometry (same formula, charge and spin) is 416.18 kJ/mol. The molar mass is 103.06 g mol⁻¹. The calculation puts the largest force on an atom at 5.10 eV Å⁻¹.

```
! RIJCOSX wB97M-V def2-TZVPD def2/J DEFGRID3
* xyz 0 1
C 0.370 -1.268 0.043
N -0.341 -0.896 -0.884
C -0.515 0.280 -1.411
P -1.037 1.643 -0.367
O 0.980 1.053 0.112
C 1.441 -0.028 0.570
H 0.282 -2.288 0.428
H -0.325 0.597 -2.449
H -1.638 0.937 0.576
H -2.463 1.750 -0.770
H 1.362 -0.292 1.673
H 2.596 -0.350 0.299
*
```

Atomic charges from the Mulliken analysis, expressed in e, are listed below:
1. C -0.190
2. N -0.303
3. C 0.022
4. P -0.075
5. O -0.615
6. C -0.123
7. H 0.388
8. H 0.372
9. H 0.003
10. H 0.047
11. H 0.220
12. H 0.254

Record 6
ORCA calculation (ωB97M-V/def2-TZVPD) on the ion C3H6NOS with charge -1 at a distorted geometry.

Its orbital gap is 6.849 eV. Its energy relative to the best compared isomer or geometry (same formula, charge and spin) is 123.11 kJ/mol. The molar mass is 104.15 g mol⁻¹. The calculation puts the largest force on an atom at 2.03 eV Å⁻¹.

```
! RIJCOSX wB97M-V def2-TZVPD def2/J DEFGRID3
* xyz -1 1
O 1.584 -1.810 1.607
C 0.458 -1.648 1.171
N 0.085 -0.784 0.193
C 0.212 0.645 0.273
C -0.349 1.266 -1.051
S -1.815 0.294 -1.745
H -0.339 -2.384 1.407
H -0.548 -1.082 -0.563
H -0.336 1.115 1.104
H 1.269 0.928 0.279
H -0.659 2.279 -0.871
H 0.438 1.182 -1.803
*
```

Atomic charges from the Mulliken analysis, expressed in e, are listed below:
1. O -0.566
2. C -0.083
3. N 0.003
4. C -0.367
5. C -0.761
6. S -0.721
7. H 0.336
8. H 0.131
9. H 0.250
10. H 0.231
11. H 0.313
12. H 0.234

Record 7
ORCA calculation (ωB97M-V/def2-TZVPD) on a cluster of 2 separate species, C3H6NOS2 in total at a distorted geometry.

Its orbital gap is 7.076 eV. Its energy relative to the best compared isomer or geometry (same formula, charge and spin) is 197.12 kJ/mol. The molar mass is 136.22 g mol⁻¹. The calculation puts the largest force on an atom at 4.34 eV Å⁻¹.

```
! RIJCOSX wB97M-V def2-TZVPD def2/J DEFGRID3
* xyz -1 1
C -1.851 -0.402 -0.101
C 0.976 -0.450 1.155
C 0.399 -0.406 -0.213
N 0.393 0.896 -0.902
O 1.503 1.571 -0.868
S -2.382 0.908 0.771
S -2.613 -1.601 -0.948
H 1.481 0.510 1.263
H 1.752 -1.231 1.168
H 0.148 -0.540 1.884
H 0.616 -1.234 -0.983
H 0.022 0.690 -1.856
H -0.444 1.289 -0.370
*
```

Atomic charges from the Mulliken analysis, expressed in e, are listed below:
1. C -0.022
2. C -1.030
3. C -0.174
4. N 0.138
5. O -0.813
6. S -0.391
7. S -0.380
8. H 0.338
9. H 0.259
10. H 0.264
11. H 0.319
12. H 0.319
13. H 0.173

Record 8
ORCA calculation (ωB97M-V/def2-TZVPD) on the ion C3H6NOS2 with charge +1 at a distorted geometry.

Its orbital gap (alpha / beta) is 5.583 / 5.583 eV. Its energy relative to the best compared isomer or geometry (same formula, charge and spin) is 366.22 kJ/mol. The molar mass is 136.22 g mol⁻¹. The calculation puts the largest force on an atom at 3.58 eV Å⁻¹.

```
! RIJCOSX wB97M-V def2-TZVPD def2/J DEFGRID3
* xyz 1 1
C -0.540 -1.138 0.550
C -1.411 -0.245 1.278
C 0.856 0.323 -0.709
N -0.237 -0.659 -0.851
O -1.519 0.959 1.034
S 1.790 0.009 0.654
S 0.715 1.648 -1.764
H -0.396 -2.056 0.986
H -1.901 -0.756 2.100
H -0.220 -1.535 -1.382
H -1.172 -0.328 -1.257
H 2.673 1.122 0.398
H 1.364 2.655 -1.037
*
```

Atomic charges from the Mulliken analysis, expressed in e, are listed below:
1. C -1.036
2. C 0.132
3. C 0.565
4. N -0.336
5. O -0.541
6. S 0.079
7. S -0.052
8. H 0.570
9. H 0.366
10. H 0.342
11. H 0.456
12. H 0.204
13. H 0.250

Record 9
ORCA calculation (ωB97M-V/def2-TZVPD) on a structure of composition C3H6O at a distorted geometry.

Its orbital gap is 9.975 eV. Its energy relative to the best compared isomer or geometry (same formula, charge and spin) is 425.87 kJ/mol. The molar mass is 58.08 g mol⁻¹. The calculation puts the largest force on an atom at 5.07 eV Å⁻¹.

```
! RIJCOSX wB97M-V def2-TZVPD def2/J DEFGRID3
* xyz 0 1
C 0.276 0.479 -1.134
C -0.604 -0.162 -0.204
C -0.063 -0.374 1.212
H 0.128 1.610 -0.971
H 0.006 0.338 -2.208
H 1.461 0.227 -0.916
H 1.116 -1.408 1.017
H -1.076 -0.834 2.140
H 0.395 0.845 1.601
O -1.639 -0.721 -0.537
*
```

Atomic charges from the Mulliken analysis, expressed in e, are listed below:
1. C -0.894
2. C 0.665
3. C -0.781
4. H 0.254
5. H 0.324
6. H 0.258
7. H 0.220
8. H 0.260
9. H 0.241
10. O -0.548

Record 10
ORCA calculation (ωB97M-V/def2-TZVPD) on the molecule C3H6O at a distorted geometry.

Its orbital gap (alpha / beta) is 8.638 / 9.325 eV. Its energy relative to the best compared isomer or geometry (same formula, charge and spin) is 352.82 kJ/mol. The molar mass is 58.08 g mol⁻¹. The calculation puts the largest force on an atom at 3.96 eV Å⁻¹.

```
! RIJCOSX wB97M-V def2-TZVPD def2/J DEFGRID3
* xyz 0 1
C 0.729 0.765 -0.649
C -0.473 -0.735 1.065
C -0.423 -0.170 -0.267
O -0.426 -1.383 -0.823
H 1.673 0.225 -0.580
H 0.756 1.623 0.026
H 0.604 1.090 -1.680
H 0.293 -0.560 1.816
H -1.348 -1.303 1.356
H -1.385 0.447 -0.264
*
```

Atomic charges from the Mulliken analysis, expressed in e, are listed below:
1. C -1.198
2. C -0.659
3. C 0.662
4. O -0.527
5. H 0.324
6. H 0.327
7. H 0.297
8. H 0.268
9. H 0.301
10. H 0.205